Density functional theory data (ωB97M-V/def2-TZVPD) for an isolated ion of composition C4H7N2 and charge +1 in a non-equilibrium geometry.

Multiplicity = 3
Kohn-Sham gap (alpha / beta) = 4.9 / 8.6 eV
Relative energy (zero: lowest compared OMol25 entry of this formula, charge and spin) = 337.1 kJ/mol
Net charge = +1
<S²> = 2.01
E_LUMO (alpha / beta) = -0.174 / -0.248 Ha
Energy = -265.596109 hartree

Bonds (Å) are listed after each position.
Cartesian coordinates (Å):
1 C -1.89 1.24 0.28  N5 1.141, H7 1.037
2 C 1.93 0.86 -0.37  N6 1.243, H8 1.097, H9 1.119
3 C -1.02 -0.93 -0.43  C4 1.669, N5 1.327, H10 1.098, H11 1.173
4 C 0.38 -0.72 0.46  C3 1.669, N6 1.415, H12 1.105, H13 1.115
5 N -1.62 0.22 -0.17  C1 1.141, C3 1.327
6 N 0.86 0.58 0.21  C2 1.243, C4 1.415
7 H -2.22 2.14 0.68  C1 1.037
8 H 2.66 0.05 -0.38  C2 1.097
9 H 2.10 1.95 -0.58  C2 1.119
10 H -0.95 -1.12 -1.51  C3 1.098
11 H -1.44 -1.93 0.02  C3 1.173
12 H 0.01 -0.87 1.49  C4 1.105
13 H 1.19 -1.47 0.30  C4 1.115